Molecular formula: C19H22AsN4O2PtSSbSe4
Method: DFT, the ωB97M-V functional and the def2-TZVPD basis

Element x y z (Å)
Pt: 1.2451 -0.2128 -0.1657
N: -1.5938 -7.1123 3.5325
C: -1.4332 -6.1454 2.6475
C: -0.1277 -5.8636 2.1266
C: 0.0199 -4.8814 1.1972
C: -1.1106 -4.1574 0.7697
C: -2.3964 -4.4071 1.2777
C: -2.5664 -5.3889 2.2061
S: -0.9014 -2.9193 -0.4921
O: 0.1794 -3.3642 -1.3194
O: -2.2056 -2.7010 -1.0409
N: -0.3652 -1.6305 0.3006
C: -1.1333 -0.7791 1.0370
N: -0.4898 0.4007 1.1148
C: -1.0351 1.3896 1.8167
C: -2.2562 1.1948 2.4346
C: -2.8450 -0.0569 2.2984
N: -2.2903 -1.0584 1.6104
H: -0.8129 -7.6692 3.8530
H: -2.5052 -7.3391 3.9073
H: 0.7179 -6.4467 2.4700
H: 0.9850 -4.6574 0.7615
H: -3.2292 -3.8228 0.9109
H: -3.5456 -5.6174 2.6083
H: -0.4907 2.3237 1.8691
H: -2.7301 1.9804 3.0036
H: -3.8001 -0.2687 2.7640
C: 0.5842 2.1733 -2.8865
As: 0.0402 0.4678 -2.1678
C: 0.3316 -0.7812 -3.6030
C: -1.8862 0.6194 -1.8819
C: -2.5860 0.8226 -3.1959
C: -3.0005 -0.2816 -3.9363
C: -3.6273 -0.1080 -5.1614
C: -3.8468 1.1692 -5.6567
C: -3.4470 2.2740 -4.9193
C: -2.8189 2.1011 -3.6943
H: -0.0596 2.3949 -3.7366
H: 1.6170 2.1248 -3.2246
H: 0.4819 2.9503 -2.1319
H: -0.2342 -0.4471 -4.4706
H: 0.0140 -1.7761 -3.2982
H: 1.3951 -0.7944 -3.8324
H: -2.0328 1.4587 -1.2014
H: -2.2205 -0.2929 -1.3911
H: -2.8462 -1.2810 -3.5419
H: -3.9532 -0.9711 -5.7270
H: -4.3398 1.3032 -6.6101
H: -3.6338 3.2720 -5.2931
H: -2.5279 2.9691 -3.1123
Se: 2.5027 -1.0692 1.8487
Sb: 4.5148 -0.7242 0.4815
Se: 6.4286 0.5704 1.3656
Se: 5.0014 -3.0759 0.0778
Se: 3.2359 0.5703 -1.2239

Properties
Total charge: +2
2S+1: 5
Calculated total energy (Ha): -13705.42946
LUMO energy (alpha / beta) (eV): -6.40 / -8.78
HOMO-LUMO gap (alpha / beta) (eV): 6.791 / 4.417

Molecular formula: C45H49BrF6FeN3O6S2Si
Method: DFT, the ωB97M-V functional and the def2-TZVPD basis

Element x y z (Å)
Fe: -0.3190 1.7638 -0.5352
C: 5.4422 1.5919 4.4242
C: 4.2236 0.7826 4.8441
C: 3.8878 1.0463 6.3042
C: 2.6855 0.2253 6.7300
C: 1.5185 0.5399 5.8383
C: 0.2212 0.4279 6.2845
C: -0.8427 0.7227 5.4395
F: -2.0894 0.5778 5.9310
C: -0.6542 1.1460 4.1566
C: 0.6605 1.2726 3.6876
C: 0.8532 1.6933 2.2944
O: -0.1314 2.0565 1.6357
C: 2.1962 1.6239 1.8113
C: 3.1955 1.3622 2.6937
N: 3.0393 1.0791 4.0045
C: 1.7468 0.9684 4.5155
C: 2.5986 1.8270 0.3620
O: 3.7821 2.0612 0.1266
O: 1.6696 1.6650 -0.4940
H: 6.2152 1.4732 5.1843
H: 5.1932 2.6521 4.3482
H: 5.8671 1.2701 3.4758
H: 4.4437 -0.2856 4.7319
H: 3.6840 2.1141 6.4340
H: 4.7635 0.8038 6.9075
H: 2.4222 0.4161 7.7713
H: 2.9302 -0.8400 6.6562
H: 0.0137 0.1055 7.2982
H: -1.4735 1.3793 3.4867
H: 4.2008 1.3790 2.2992
N: -0.7181 7.9785 1.5644
C: -0.4795 7.1981 0.7546
C: -0.1579 6.2347 -0.2594
C: 0.3114 6.6444 -1.5069
C: 0.6232 5.6761 -2.4403
C: 0.4631 4.3403 -2.0986
N: 0.0077 3.9550 -0.9093
C: -0.3043 4.8749 -0.0061
H: 0.4239 7.6979 -1.7253
H: 0.9879 5.9386 -3.4235
H: 0.6943 3.5418 -2.7938
H: -0.6867 4.5143 0.9425
C: 1.6989 -3.0379 2.5107
C: 0.2469 -3.4275 2.1958
C: 0.0563 -4.9172 2.5258
C: -0.6349 -2.6107 3.1537
Si: -0.1661 -3.0832 0.3437
Br: -0.2758 -0.8194 0.3230
C: -1.8770 -3.7290 -0.2085
C: -1.7965 -5.2168 -0.5919
C: -2.9118 -3.5988 0.9177
C: -2.3943 -2.9263 -1.4123
C: 1.2701 -3.5334 -0.8518
C: 1.8165 -4.9349 -0.5319
C: 2.4217 -2.5190 -0.7595
C: 0.8057 -3.5243 -2.3156
H: 1.8652 -3.1476 3.5902
H: 1.9010 -1.9945 2.2486
H: 2.4334 -3.6644 2.0027
H: 0.3703 -5.1006 3.5610
H: 0.6463 -5.5772 1.8851
H: -0.9908 -5.2200 2.4488
H: -0.3724 -2.8879 4.1828
H: -1.7013 -2.7916 3.0253
H: -0.4628 -1.5377 3.0453
H: -1.4343 -5.8424 0.2295
H: -1.1608 -5.3987 -1.4615
H: -2.8027 -5.5684 -0.8481
H: -2.7046 -4.2711 1.7541
H: -3.8970 -3.8635 0.5188
H: -2.9858 -2.5786 1.2943
H: -1.7293 -2.9520 -2.2737
H: -2.5565 -1.8763 -1.1658
H: -3.3597 -3.3460 -1.7194
H: 2.2851 -4.9957 0.4529
H: 2.5843 -5.1905 -1.2717
H: 1.0434 -5.7070 -0.5897
H: 2.8696 -2.4572 0.2329
H: 2.1021 -1.5167 -1.0495
H: 3.2085 -2.8280 -1.4575
H: 0.0720 -4.3023 -2.5363
H: 1.6803 -3.7180 -2.9485
H: 0.3970 -2.5588 -2.6178
C: -0.6389 3.6035 -8.7544
C: -0.6803 2.8257 -7.4661
C: -1.8427 2.7631 -6.7031
C: -1.8903 2.0261 -5.5283
C: -0.7607 1.3412 -5.1055
C: 0.4078 1.3916 -5.8495
C: 0.4426 2.1308 -7.0218
S: -0.8050 0.4606 -3.5628
O: -2.1791 0.0527 -3.3787
O: 0.1580 -0.6151 -3.6678
O: -0.3643 1.5091 -2.6077
H: -1.4920 4.2780 -8.8333
H: -0.6622 2.9371 -9.6200
H: 0.2722 4.2002 -8.8268
H: -2.7270 3.2985 -7.0317
H: -2.7954 1.9763 -4.9354
H: 1.2784 0.8458 -5.5061
H: 1.3587 2.1685 -7.6027
F: -6.3963 -0.8761 -3.1868
C: -5.5483 -0.1245 -2.4718
C: -5.0790 1.0726 -2.9750
F: -5.4587 1.4697 -4.2000
C: -4.2031 1.8351 -2.2343
F: -3.7507 2.9612 -2.8017
C: -3.7549 1.4545 -0.9754
S: -2.6470 2.4291 -0.0329
C: -4.2617 0.2564 -0.4959
F: -3.9138 -0.1794 0.7250
C: -5.1377 -0.5322 -1.2193
F: -5.5978 -1.6852 -0.7083

Properties
Total charge: -1
2S+1: 5
Calculated total energy (Ha): -7882.96674
LUMO energy (alpha / beta) (eV): 1.91 / 1.91
ΔE to the lowest compared entry with this formula, charge and spin (kcal/mol): 2.2
HOMO-LUMO gap (alpha / beta) (eV): 6.737 / 7.115

Molecular formula: C7H13NO
Method: DFT, the ωB97M-V functional and the def2-TZVPD basis

Element x y z (Å)
C: 0.4400 -0.8025 0.9245
C: -1.2538 2.0277 1.1040
C: 1.8969 -0.8574 0.5817
C: -0.3778 -2.0532 0.8852
C: -0.7370 0.8080 -0.9077
C: 0.0193 -0.2594 -1.4450
C: 0.7508 -0.2371 -2.5513
O: -1.3407 1.7073 -1.7338
N: -0.8323 0.8451 0.3846
H: -1.9730 2.2564 -1.2495
H: 0.3020 -0.2706 1.8599
H: -2.3445 2.1518 1.0647
H: -0.9958 1.9044 2.1578
H: -0.7836 2.9541 0.7467
H: -0.1359 -2.6653 0.0197
H: 2.0956 -1.5147 -0.2612
H: 2.4412 -1.2184 1.4697
H: 2.2935 0.1307 0.3465
H: -1.4418 -1.8193 0.8622
H: -0.1912 -2.6256 1.8077
H: 1.3038 -1.1123 -2.8864
H: 0.8642 0.6505 -3.1800

Properties
Total charge: 0
Calculated total energy (Ha): -404.32686
LUMO energy (alpha / beta) (eV): 0.54 / 0.54
ΔE to the lowest compared entry with this formula, charge and spin (kcal/mol): 125.9
HOMO-LUMO gap (alpha / beta) (eV): 7.658 / 7.663